The following is a DFT calculation (the ωB97M-V functional and the def2-TZVPD basis) of a structure of composition C32H33Br2ClFeN2O9.

Output
**HOMO (spin up / spin down)**: -2.615 / -2.528 eV
**Orbital gap (spin up / spin down)**: 6.46 / 6.37 eV
**Maximum force**: 0.011 hartree/bohr
**Energy above the lowest of the compared OMol25 structures with the same formula, charge and spin**: 3.8 kcal/mol
**E_tot**: -242129.34104 eV
**⟨S²⟩**: 6.007

```
! wB97M-V def2-TZVPD RIJCOSX def2/J DEFGRID3
* xyz -2 5
Br 2.047 0.109 -1.915
Br 2.308 1.052 6.579
Fe -0.524 -0.451 -0.292
Cl -5.647 -0.846 -1.026
O -0.562 1.412 1.303
O -0.221 -2.220 -1.302
O -2.774 -0.522 -0.364
O -0.464 -1.720 1.255
O -0.516 -3.893 1.776
O 1.498 -0.121 1.522
O -3.085 0.953 1.318
O -0.768 1.115 -1.521
O -0.522 -4.424 -1.005
N -2.436 3.218 2.627
N -1.480 4.208 4.386
C -3.149 6.084 4.560
C 2.212 -1.336 1.659
C -0.480 -2.982 0.961
C -2.600 4.921 4.018
C -1.419 3.202 3.536
C -3.004 2.683 -1.807
C 1.145 0.535 2.643
C 0.029 1.391 2.507
C 1.083 1.355 -2.976
C -0.236 1.661 -2.555
C 0.353 2.096 4.802
C 1.385 1.209 4.915
C 1.672 4.972 -5.983
C -4.379 4.806 2.337
C -4.302 6.588 3.987
C -3.219 4.306 2.919
C -2.336 3.164 -3.100
C -4.910 5.956 2.891
C -0.344 2.194 3.584
C 1.633 3.444 -6.129
C 0.778 3.082 -7.353
C -3.239 2.726 -4.265
C 3.060 2.958 -6.387
C 1.702 1.891 -4.086
C 1.031 2.814 -4.875
C -0.417 -3.274 -0.596
C -0.909 2.639 -3.359
C -4.991 0.042 0.372
C -3.465 0.134 0.418
C -2.306 4.700 -3.038
C -0.258 3.155 -4.472
C 1.802 0.413 3.851
H -5.333 -0.459 1.274
H -3.285 1.637 -4.315
H 0.048 2.727 5.624
H 3.224 -1.158 2.036
H -2.871 3.097 -5.224
H 2.710 1.572 -4.314
H 2.623 -0.276 3.972
H -4.255 3.105 -4.117
H -1.962 5.151 -3.971
H -4.838 4.317 1.487
H -2.416 2.941 -0.926
H -3.985 3.170 -1.734
H 0.736 1.998 -7.480
H -2.705 2.463 1.999
H 3.720 3.203 -5.553
H -1.642 5.033 -2.237
H 2.260 -1.766 0.662
H -3.141 1.606 -1.807
H 2.278 5.256 -5.120
H 3.456 3.437 -7.286
H -0.245 3.442 -7.238
H 3.091 1.877 -6.539
H -0.800 3.876 -5.076
H -5.813 6.381 2.469
H -4.748 7.489 4.389
H -1.558 1.171 1.334
H 1.665 -2.021 2.310
H 0.672 5.381 -5.835
H -2.677 6.569 5.405
H -3.309 5.083 -2.831
H 1.197 3.524 -8.263
H 2.101 5.435 -6.877
H -5.403 1.047 0.348
*
```